C5H7NO3 | ωB97M-V/def2-TZVPD

Each atom is followed by the atoms it is bonded to, with distances in Å.
CARTESIAN COORDINATES (ANGSTROEM)
1 C -0.510 1.318 -2.684  C3 1.500, N6 1.398, O7 1.217
2 C -0.388 0.387 2.729  O8 1.281, H10 1.197, H15 1.035
3 C 0.218 0.015 -2.536  C1 1.500, C4 1.492, H11 1.039, H12 1.060
4 C 0.234 -0.352 -1.090  C3 1.492, C5 1.545, H13 1.053, H14 1.029
5 C -0.371 0.945 -0.509  C4 1.545, N6 1.304, O9 1.297
6 N -0.726 1.829 -1.401  C1 1.398, C5 1.304
7 O -0.897 1.962 -3.642  C1 1.217
8 O 0.013 1.546 3.096  C2 1.281, H16 1.058
9 O -0.582 0.953 0.770  C5 1.297
10 H 0.538 -0.249 2.314  C2 1.197
11 H -0.253 -0.721 -3.098  C3 1.039
12 H 1.150 0.094 -3.034  C3 1.060
13 H -0.465 -1.094 -0.826  C4 1.053
14 H 1.164 -0.464 -0.662  C4 1.029
15 H -1.374 0.090 2.839  C2 1.035
16 H -0.765 2.236 3.292  O8 1.058

- total charge = 0
- gap between HOMO and LUMO (eV) = 7.646

C28H27ClN2O5S | ωB97M-V/def2-TZVPD

Each atom is followed by the atoms it is bonded to, with distances in Å.
CARTESIAN COORDINATES (ANGSTROEM)
1 C 5.145 -0.578 4.334  O2 1.446, H27 1.093, H28 1.105, H29 1.102
2 O 4.139 0.366 3.901  C1 1.446, C3 1.353
3 C 2.903 0.281 4.446  O2 1.353, C4 1.408, C10 1.396
4 C 2.421 -0.764 5.257  C3 1.408, C5 1.399, H30 1.092
5 C 1.087 -0.738 5.678  C4 1.399, C6 1.395, H31 1.088
6 C 0.226 0.291 5.295  C5 1.395, C7 1.408, H32 1.092
7 C 0.719 1.337 4.492  C6 1.408, O8 1.355, C10 1.395
8 O -0.007 2.336 3.932  C7 1.355, C9 1.450
9 C -1.436 2.367 4.173  O8 1.450, H33 1.093, H34 1.105, H35 1.104
10 C 2.057 1.334 4.097  C3 1.396, C7 1.395, N11 1.437
11 N 2.515 2.369 3.213  C10 1.437, C12 1.368, C26 1.390
12 C 3.146 2.196 2.011  N11 1.368, C13 1.477, N23 1.356
13 C 2.940 0.980 1.198  C12 1.477, C14 1.473, O22 1.235
14 C 3.884 0.817 0.078  C13 1.473, C15 1.358, H36 1.095
15 C 3.614 0.114 -1.052  C14 1.358, C16 1.451, H37 1.094
16 C 4.542 0.144 -2.167  C15 1.451, C17 1.418, C21 1.421
17 C 4.245 -0.571 -3.356  C16 1.418, C18 1.402, H38 1.088
18 C 5.064 -0.494 -4.490  C17 1.402, C19 1.407, H39 1.100
19 C 6.227 0.298 -4.466  C18 1.407, C20 1.413, H40 1.089
20 C 6.565 0.992 -3.283  C19 1.413, C21 1.405, H41 1.096
21 C 5.738 0.913 -2.150  C16 1.421, C20 1.405, H42 1.099
22 O 2.041 0.194 1.515  C13 1.235
23 N 3.460 3.438 1.567  C12 1.356, C24 1.451, C25 1.392
24 C 4.095 3.808 0.315  N23 1.451, H43 1.097, H44 1.100, H45 1.098
25 C 3.105 4.386 2.521  N23 1.392, C26 1.356, H46 1.074
26 C 2.485 3.722 3.528  N11 1.390, C25 1.356, H47 1.079
27 H 6.065 -0.249 3.846  C1 1.093
28 H 5.270 -0.576 5.431  C1 1.105
29 H 4.883 -1.596 4.002  C1 1.102
30 H 3.084 -1.584 5.540  C4 1.092
31 H 0.713 -1.545 6.305  C5 1.088
32 H -0.824 0.292 5.592  C6 1.092
33 H -1.779 3.248 3.622  C9 1.093
34 H -1.928 1.454 3.791  C9 1.105
35 H -1.647 2.483 5.250  C9 1.104
36 H 4.889 1.207 0.268  C14 1.095
37 H 2.769 -0.580 -1.105  C15 1.094
38 H 3.379 -1.230 -3.354  C17 1.088
39 H 4.803 -1.077 -5.385  C18 1.100
40 H 6.852 0.390 -5.352  C19 1.089
41 H 7.482 1.591 -3.241  C20 1.096
42 H 6.057 1.427 -1.233  C21 1.099
43 H 3.932 4.885 0.187  C24 1.097
44 H 5.179 3.628 0.355  C24 1.100
45 H 3.664 3.251 -0.527  C24 1.098
46 H 3.240 5.439 2.360  C25 1.074
47 H 2.016 4.087 4.428  C26 1.079
48 Cl 0.935 0.108 -2.631  C49 1.642
49 C -0.506 -0.507 -3.122  Cl48 1.642, S50 1.764, H59 1.082
50 S -2.077 -0.438 -2.323  C49 1.764, C51 1.835, O57 1.451, O58 1.446
51 C -3.439 -0.617 -3.539  S50 1.835, C52 1.398, C56 1.397
52 C -4.081 0.519 -4.042  C51 1.398, C53 1.401, H60 1.089
53 C -5.212 0.379 -4.856  C52 1.401, C54 1.397, H61 1.090
54 C -5.712 -0.887 -5.170  C53 1.397, C55 1.397, H62 1.091
55 C -5.057 -2.017 -4.675  C54 1.397, C56 1.400, H63 1.089
56 C -3.928 -1.886 -3.857  C51 1.397, C55 1.400, H64 1.089
57 O -2.211 -1.607 -1.474  S50 1.451
58 O -2.286 0.882 -1.772  S50 1.446
59 H -0.551 -0.846 -4.148  C49 1.082
60 H -3.730 1.515 -3.778  C52 1.089
61 H -5.715 1.269 -5.235  C53 1.090
62 H -6.595 -0.994 -5.803  C54 1.091
63 H -5.433 -3.012 -4.911  C55 1.089
64 H -3.453 -2.775 -3.445  C56 1.089

- total charge = 0
- gap between HOMO and LUMO (eV) = 2.657

Number 1: E_tot -12927.654 eV, highest occupied orbital energy -8.7 eV, E_LUMO -0.037 Eh. Number 2: E_tot -66042.833 eV, highest occupied orbital energy -4.3 eV, E_LUMO -0.060 Eh.